## i
10
Properties=species:S:1:pos:R:3 method="wB97M-V/def2-TZVPD" gap_ev="7.363 / 6.920" homo_energy_ev="-7.249 / -9.542" lumo_energy_ev="0.114 / -2.621" total_charge=0 spin_multiplicity=3
C 1.23159 -0.52390 0.33784
N -1.50884 0.50744 -0.05175
N 0.48021 -1.43079 -0.11430
O 2.30526 1.68544 -0.45569
O 0.68473 -2.66604 -0.33239
S 2.04967 0.78993 0.64626
H -1.81467 0.57731 0.89398
H -2.23986 0.82851 -0.62199
H -0.51677 -0.92237 -0.29193
H -0.67132 1.15447 -0.01003

## ii
10
Properties=species:S:1:pos:R:3 method="wB97M-V/def2-TZVPD" gap_ev="7.952 / 8.700" homo_energy_ev="-7.481 / -10.259" lumo_energy_ev="0.471 / -1.560" total_charge=0 spin_multiplicity=3
C 0.54414 -0.19607 -0.23162
N -1.78230 0.40853 0.10821
N 0.74388 1.12810 0.28422
O -2.95304 0.37955 0.40258
O -1.07998 -0.77508 0.16861
S 1.71014 -1.47297 0.21383
H 0.35121 -0.16730 -1.23762
H -0.11351 1.66958 0.09507
H 1.00765 1.18685 1.21079
H 1.57182 -2.16119 -1.01408

Energies in kcal/mol, measured from the most stable structure: i 24.7; ii 0.0.

## i
9
Properties=species:S:1:pos:R:3 method="wB97M-V/def2-TZVPD" gap_ev=9.925 homo_energy_ev=-9.728 smiles="O=C1CN(Cl)N1" lumo_energy_ev=0.197 total_charge=0
C 1.01718 -0.38657 -0.10101
C 0.11499 0.93349 -0.21181
N -0.05507 -1.01211 0.40861
N -0.84007 0.18742 0.57873
O 2.18629 -0.71620 -0.23389
Cl -2.47177 -0.13323 -0.13005
H 0.59971 1.91945 0.08448
H -0.28674 1.05574 -1.16701
H -0.26453 -1.84800 0.77196

## ii
9
Properties=species:S:1:pos:R:3 method="wB97M-V/def2-TZVPD" gap_ev=9.945 homo_energy_ev=-9.633 smiles="O=CN/C=N/Cl" lumo_energy_ev=0.312 total_charge=0
C -0.76182 -0.51403 0.04266
C 1.45007 0.93572 -0.04466
N 0.51549 -0.14212 0.02776
N -1.74810 0.24513 -0.27871
O 1.20489 2.11160 0.11375
Cl -3.26938 -0.45827 0.04404
H -0.82524 -1.55996 0.28312
H 2.47746 0.40905 -0.14922
H 0.95665 -1.02711 -0.03873

Energies in kcal/mol, measured from the most stable structure: i 25.0; ii 0.0.

## i
10
Properties=species:S:1:pos:R:3 method="wB97M-V/def2-TZVPD" gap_ev=7.875 homo_energy_ev=-9.023 lumo_energy_ev=-1.148 total_charge=0
C 0.72854 0.99473 0.36542
C -0.79795 0.37819 0.57236
C -0.81937 -1.13055 0.21658
H 0.70562 1.95171 1.09478
H -1.29230 0.39050 1.75382
H -1.52489 1.32072 -0.14882
H 0.03307 -1.59993 -0.39895
S -2.39067 -1.80222 0.45706
Cl 2.15181 -0.13189 0.52510
Cl 0.53419 1.62120 -1.49804

## ii
10
Properties=species:S:1:pos:R:3 method="wB97M-V/def2-TZVPD" gap_ev=9.829 homo_energy_ev=-9.212 smiles=S[C@H]1[C@@H](Cl)[C@H]1Cl lumo_energy_ev=0.617 total_charge=0
C 0.37962 0.66477 0.92602
C -0.94973 -0.06751 0.84585
C 0.39984 -0.81104 0.92729
H 1.19832 0.83147 -1.43877
H 0.57669 1.17894 1.83166
H -1.56513 0.03839 1.68001
H 0.65528 -1.35792 1.82297
S 1.03600 1.80724 -0.32442
Cl -2.02481 0.01226 -0.45294
Cl 1.05895 -1.67838 -0.42354

Energies in kcal/mol, measured from the most stable structure: i 53.4; ii 0.0.

## i
17
Properties=species:S:1:pos:R:3 method="wB97M-V/def2-TZVPD" gap_ev=8.452 homo_energy_ev=-13.600 lumo_energy_ev=-5.147 total_charge=+1
C -0.52680 2.10565 0.46965
C 2.86741 -0.56324 0.14133
C -2.22944 -1.50148 -0.52966
C -1.06997 0.87831 -0.12276
N 1.45740 -0.49689 0.09895
O 0.81931 -1.39923 0.60169
S -1.52840 -0.42995 0.74661
H 0.39973 2.38833 -0.03352
H -1.22035 2.93410 0.29068
H -0.35475 2.01318 1.53898
H 3.19716 -0.69092 -0.89925
H 3.25942 -1.37455 0.76315
H 3.23710 0.41979 0.44736
H -3.03821 -0.97818 -1.03396
H -2.61697 -2.38896 -0.03975
H -1.45731 -1.78277 -1.23906
H -1.19533 0.86680 -1.20046

## ii
17
Properties=species:S:1:pos:R:3 method="wB97M-V/def2-TZVPD" gap_ev=8.615 homo_energy_ev=-12.772 lumo_energy_ev=-4.157 total_charge=+1
C -0.38584 0.05165 2.36935
C -0.18185 -0.38351 0.24099
C -0.91652 -1.59759 -0.11810
C -0.06325 1.30776 2.59661
N 0.88778 0.15394 -3.36827
O 0.00959 1.92011 3.76258
S 0.48790 0.73253 -0.64482
H -0.39657 -0.92238 2.84364
H -1.73075 -1.63940 0.46790
H -0.17495 -2.39339 0.11593
H -1.23489 -1.67946 -1.20917
H 0.15360 2.15078 1.91245
H 0.38907 0.03998 -4.24992
H 1.55513 -0.61616 -3.38178
H 1.36522 1.01074 -3.66642
H -0.41667 1.54018 4.50209
H 0.65299 0.32421 -2.17307

Energies in kcal/mol, measured from the most stable structure: i 0.0; ii 26.5.

## i
8
Properties=species:S:1:pos:R:3 method="wB97M-V/def2-TZVPD" gap_ev=9.383 homo_energy_ev=-9.886 lumo_energy_ev=-0.503 total_charge=0
C 0.54477 0.89377 0.47397
C -0.19558 -1.11317 0.27281
N -0.66873 1.30250 0.19181
N 0.89347 -0.41124 0.60703
P -1.56108 -0.06494 0.20168
H 1.74962 2.27600 0.48229
H -0.30617 -2.22802 0.33449
H -2.15720 -0.42486 -0.96234

## ii
8
Properties=species:S:1:pos:R:3 method="wB97M-V/def2-TZVPD" gap_ev=10.031 homo_energy_ev=-9.614 smiles="C1=C2NN[P@H]=12" lumo_energy_ev=0.417 total_charge=0
C 0.97115 1.11685 -0.03356
C 2.18739 1.00303 0.31392
N -0.39968 0.96202 -0.16542
N -0.21731 -0.45460 0.27004
P 1.50954 -0.78394 -0.11294
H -0.82227 0.94443 -1.11759
H -0.68754 -0.56239 1.14275
H 1.13799 -0.69201 -1.40551

Energies in kcal/mol, measured from the most stable structure: i 0.0; ii 32.5.

## i
22
Properties=species:S:1:pos:R:3 method="wB97M-V/def2-TZVPD" gap_ev=8.536 homo_energy_ev=-7.809 smiles="C/C(O)=C/O.CCON" lumo_energy_ev=0.727 total_charge=0
C -2.23311 -0.28054 -0.20594
C -2.23344 0.97800 0.63865
N -0.75132 0.41890 -2.04531
O -0.96870 -0.54195 -1.01277
H 0.18663 0.77627 -1.87114
H -0.74214 -0.10327 -2.92118
H -3.00956 -0.21934 -0.97431
H -2.38620 -1.18826 0.37692
H -1.67153 0.83215 1.55892
H -1.83352 1.81586 0.07012
H -3.25401 1.23311 0.92012
C 0.91308 -0.48269 1.66270
C 1.75765 -0.19560 0.46603
C 1.76468 -0.93861 -0.65735
O 2.70708 0.82205 0.55993
O 2.67915 -0.76796 -1.65649
H 2.49352 1.38199 1.31234
H 3.28352 -0.06813 -1.37227
H 1.16688 -1.82732 -0.77167
H 1.52026 -0.88383 2.47812
H 0.14139 -1.20037 1.39767
H 0.46966 0.43956 2.04689

## ii
22
Properties=species:S:1:pos:R:3 method="wB97M-V/def2-TZVPD" gap_ev=9.581 homo_energy_ev=-9.078 smiles=Cc1ccc[nH]1.O.O.O lumo_energy_ev=0.503 total_charge=0
C 0.05607 -0.73631 0.65436
C -1.19015 -0.92147 0.05050
N -0.95163 -0.62912 -1.28775
C 0.38564 -0.11495 -1.57841
C 0.91747 -0.27640 -0.36235
C 0.70452 -0.02330 -3.07043
H 0.28082 -0.68331 1.64980
H -2.20299 -1.25184 0.40420
H -1.56037 -0.89420 -2.01160
H 1.99795 -0.22813 -0.03283
H -0.09131 0.55093 -3.54771
H 1.63958 0.35793 -3.12854
H 0.85732 -1.09655 -3.40108
H -0.82758 1.80877 3.27965
H -1.53546 0.95253 2.29092
O -1.67795 1.48432 3.05116
H -0.26943 2.18999 -0.07788
H -0.48705 2.79023 -1.42536
O -0.43367 2.94484 -0.44630
H 1.67187 -2.18601 2.76383
H 1.46032 -1.95238 1.38602
O 2.17242 -2.36911 1.98300

Energies in kcal/mol, measured from the most stable structure: i 20.7; ii 0.0.